[1]
126
Properties=species:S:1:pos:R:3 method="wB97M-V/def2-TZVPD" homo_lumo_gap_ev=6.90 homo_ev=-9.92 e_tot_ev=-97250.9330 charge=+1 relative_energy_kcal_mol=53.5
H -3.041 6.760 1.252
H 4.358 2.946 2.497
C -3.386 5.866 0.750
C -4.231 3.575 -0.554
Bi 0.425 -1.277 0.099
H -4.587 2.675 -1.039
H 2.477 2.501 -0.778
H 3.146 2.935 -4.101
N -1.625 -3.156 -1.312
C 0.695 -2.113 4.769
C -2.142 -2.493 -2.498
H -3.008 -1.899 -2.199
H 2.021 3.742 0.402
C -0.360 3.500 -2.597
C 0.301 4.544 -3.231
H -4.873 -2.558 0.567
H -2.121 -0.198 6.456
C -2.923 0.049 1.508
P -0.654 0.832 -1.755
C -2.953 3.607 0.010
H 4.109 -4.694 2.372
C -1.476 -2.337 -4.589
H -3.061 -6.120 -6.528
H 3.859 -3.121 3.135
C -1.856 -5.551 -4.992
H -1.943 1.585 -4.209
O -0.877 -6.183 -5.324
C 2.863 -0.676 3.820
C 2.728 -0.929 5.174
C -5.064 4.682 -0.472
C 2.159 3.096 -3.686
P -1.181 0.526 1.660
N 2.031 -0.857 1.511
H -0.637 -2.849 -5.067
C 5.063 1.051 0.509
C -1.723 0.120 4.378
C 4.336 -3.628 2.299
H 3.635 -1.294 -1.723
C -2.536 4.774 0.656
C 1.643 -1.646 5.665
H -0.081 -1.887 -2.936
H -6.050 4.635 -0.916
C -4.609 -1.568 0.919
H -2.548 -1.985 -6.491
H 2.787 -3.154 0.904
C 0.225 1.913 5.232
H 0.637 2.238 3.162
H 1.861 1.525 1.469
H -2.888 0.406 -6.157
H 3.735 -0.148 3.458
C 0.234 2.239 -2.510
H -5.310 6.688 0.258
H -0.815 -4.820 -0.522
H 2.446 -2.609 -1.808
H -3.853 -5.124 -5.359
C 5.952 0.027 0.239
C -2.190 -1.491 -5.594
H 0.988 2.608 5.561
H 6.962 0.252 -0.077
N -3.004 -5.521 -5.721
C -3.270 -1.218 1.050
C 2.634 -1.557 -2.071
H 5.391 2.080 0.412
C 3.879 -3.079 0.940
C 3.314 2.635 2.581
N -2.116 2.486 -0.088
C 2.759 2.970 0.163
H 3.489 -0.566 5.853
H -3.665 1.943 2.232
H 5.417 -3.506 2.401
C -1.854 -4.708 -3.743
C 0.858 -1.842 3.433
H 1.539 -1.845 6.722
H 1.988 1.088 -2.952
C -1.518 0.336 5.733
C -2.372 -0.187 -5.412
H -2.508 -1.939 0.779
H -1.324 3.701 -2.150
C 2.854 1.945 1.291
H 3.226 1.980 3.449
C 1.509 2.053 -3.045
C -5.256 0.613 1.710
C 5.548 -1.291 0.381
C -1.854 0.503 -4.220
O 1.649 -0.685 -1.542
C -1.229 -4.359 -1.419
C -0.547 1.231 6.161
H -0.083 2.323 0.454
H -2.898 0.718 -0.999
H 6.252 -2.085 0.168
H -6.028 1.326 1.968
H -0.171 5.517 -3.286
C 1.915 -1.120 2.887
H 2.064 5.157 -4.284
H -6.641 -0.922 1.130
C -5.598 -0.652 1.239
C 1.555 4.343 -3.784
H 4.327 -3.554 -1.159
C -3.923 0.962 1.852
H -2.483 -0.581 4.055
C 3.360 -0.557 1.049
H -3.432 -3.300 -4.140
F -0.089 -2.345 2.563
C 4.459 -3.972 -0.162
H -1.533 4.849 1.059
H -1.157 2.946 1.704
H 2.614 -1.493 -3.164
H -0.162 -2.693 5.086
H 2.718 3.533 2.770
H 5.528 -4.133 -0.010
C -0.962 0.817 3.441
H -0.844 -6.170 -2.629
C -1.086 2.234 0.886
C -2.396 -3.315 -3.796
C 3.763 0.782 0.927
H -2.715 2.106 -2.048
C -1.280 -5.179 -2.641
C -2.253 1.582 -1.214
H -0.390 1.394 7.220
H 3.714 3.477 0.009
C -4.654 5.831 0.187
C 4.255 -1.611 0.781
C -1.267 -0.132 -3.203
C 0.021 1.706 3.877
H 3.983 -4.953 -0.133
C -1.094 -1.626 -3.251

***

[2]
139
Properties=species:S:1:pos:R:3 method="wB97M-V/def2-TZVPD" multiplicity=5 homo_lumo_gap_ev="7.47 / 7.21" homo_ev="-11.18 / -13.08" e_tot_ev=-117644.4592 charge=+2 relative_energy_kcal_mol=13.2
C -2.549 2.468 0.632
H 0.162 -2.435 5.853
C -3.679 -3.975 -0.963
Pt -0.948 -0.104 1.064
N 0.633 4.245 0.890
N -0.693 -3.434 0.862
C 1.980 -3.490 5.403
H -0.680 7.301 1.776
C 2.355 0.635 -3.149
H -0.524 -4.678 -1.796
H -3.195 -4.801 3.491
H 1.057 5.651 2.386
N -2.550 1.273 1.462
H -3.201 6.197 -1.159
H 6.271 -2.085 1.832
Si 1.525 2.864 2.187
Si -1.360 -4.776 1.838
H -4.157 -0.963 0.538
H -1.292 6.235 0.524
C 2.677 0.492 -0.759
C 1.316 -3.111 2.738
H 4.190 -5.793 -2.384
C 5.336 -1.334 3.612
H -2.909 -3.163 2.900
C 1.638 4.819 -0.076
H -5.504 4.131 0.360
C 4.240 -0.664 4.141
H 2.377 0.306 3.718
H -3.822 -4.330 1.917
H 4.494 -1.281 0.337
H 1.900 6.348 -1.534
C 2.716 -3.072 -1.013
H 3.152 -4.143 2.297
C -2.976 -4.210 2.600
H 2.470 5.159 0.538
C -0.821 -3.904 -4.440
H 3.394 4.426 2.751
H 5.331 1.982 -2.250
H 1.373 -5.591 0.824
H 0.702 4.039 4.249
H -0.863 -6.362 -0.011
N -2.300 -1.762 0.273
C 0.177 5.359 1.808
H -4.677 2.202 -1.575
C -1.536 -1.928 -5.612
H -4.035 -4.856 -0.416
C -1.523 -3.512 -3.302
H 3.732 -4.483 4.667
C 0.630 7.111 0.055
C 2.492 -3.773 3.070
C -0.482 3.505 0.267
C -0.382 6.548 1.046
C 5.421 -1.557 2.245
N -2.235 -3.893 -0.927
C -4.423 4.197 0.245
C -3.979 4.202 -1.202
C 2.820 -3.961 4.407
C 3.241 -0.198 3.300
H 2.235 -3.650 6.443
N -4.144 -0.066 -5.080
H 2.689 -1.996 -1.122
H -0.288 -3.448 -6.462
H 6.122 -1.685 4.268
C -3.029 -0.286 -4.484
C 3.559 -5.205 -1.731
C 0.813 -2.808 5.073
N -4.538 2.300 1.779
H 4.124 -3.331 -2.609
C 1.102 6.000 -0.876
C 1.972 -5.091 0.070
C 3.525 -3.826 -1.855
C -3.560 2.965 -3.232
C -1.538 -6.360 0.846
N -1.496 3.373 1.003
H 0.774 2.492 -1.136
C 1.937 -3.698 -0.049
H 0.935 -0.233 -1.793
H -0.362 3.635 -1.863
H 2.815 -6.916 -0.662
C -3.577 -1.802 0.165
H 2.015 4.020 -0.713
H 3.765 2.745 3.110
H -0.419 -2.069 3.479
H -2.526 2.176 -0.418
C -3.707 1.275 2.073
C 2.783 -5.839 -0.764
C -0.234 2.890 -1.078
H -4.013 -4.071 -2.000
P 0.823 -2.795 1.040
H 0.200 7.936 -0.514
H -2.288 6.092 -3.453
H -0.563 4.951 2.482
C 3.590 1.260 -3.277
H -2.562 -6.470 0.477
C 4.365 1.504 -2.151
C -2.209 -2.307 -3.328
C 1.900 0.255 -1.896
H 3.857 3.306 1.447
C 0.483 -2.611 3.745
C -0.825 -3.121 -5.582
C 0.734 -1.090 0.757
P 1.970 0.146 0.871
N -4.290 -2.789 -0.389
H -0.277 -4.843 -4.436
C 4.419 -1.099 1.403
N -3.860 3.036 0.923
H -0.808 -2.410 -0.961
C -1.550 -4.429 -2.087
H -4.080 5.107 0.743
C 3.330 -0.397 1.924
C -1.505 -2.861 -0.245
H -2.019 -5.378 -2.358
H -0.908 2.064 -1.279
C -3.309 5.290 -1.743
C 3.294 3.405 2.376
H -0.537 2.976 3.519
H -4.015 0.517 2.779
H -5.292 -2.704 -0.421
C -4.138 3.056 -1.974
C 0.527 3.093 3.732
C -2.223 -1.520 -4.479
H 1.750 0.439 -4.025
N -4.538 1.224 -4.728
H -2.451 3.994 -4.755
H 4.163 -0.506 5.209
H -2.769 -1.971 -2.464
C -3.628 1.679 -3.951
H 0.278 5.688 -1.521
O -2.623 0.781 -3.738
C -2.882 4.058 -3.765
H 1.487 7.520 0.600
C 3.912 1.123 -0.896
H -1.569 -1.327 -6.511
N 1.207 1.426 1.428
H -1.311 -7.238 1.453
H 4.532 1.310 -0.026
H 0.806 2.288 4.417
H 3.950 1.552 -4.255
C -2.784 5.228 -3.029

***

[3]
133
Properties=species:S:1:pos:R:3 method="wB97M-V/def2-TZVPD" homo_lumo_gap_ev=4.34 homo_ev=-8.55 e_tot_ev=-69734.0327 charge=+1 relative_energy_kcal_mol=29.2
H 1.193 0.056 1.003
H 8.910 -2.996 2.016
H 6.814 -2.894 4.895
H -6.857 -1.167 -2.901
H 0.838 5.923 -1.398
H 2.767 0.733 2.681
C -6.490 -0.174 -2.635
N 4.983 -1.910 5.270
C -3.926 -0.611 -4.750
H -0.757 -1.175 -5.531
C 1.152 -1.006 -3.533
N -1.192 1.908 -2.123
C -6.929 2.128 -2.046
H 3.946 1.011 5.098
H -7.631 2.941 -1.847
H -3.157 -1.266 -5.177
H -3.744 -3.042 -3.340
H 1.366 -2.298 6.782
H 4.170 -2.732 3.520
H -2.421 4.111 -3.547
C -5.086 3.848 -1.835
H -5.697 -2.279 2.275
H 2.935 3.606 -5.003
H -0.761 -0.107 -3.302
C 0.113 0.030 -3.946
C -0.077 6.098 -1.973
H 1.523 5.242 -3.783
C 8.251 -2.170 2.290
C 8.619 -1.294 3.319
H -4.104 -3.384 0.704
H 0.475 -0.011 -6.095
C -0.754 4.778 -2.354
C 0.026 -4.788 -0.353
C -5.058 -1.672 1.632
C -4.270 0.501 0.912
H -5.819 0.215 2.375
H 5.303 -0.702 1.384
C 6.208 -0.910 1.962
C -4.670 1.342 -2.205
C 5.293 -0.594 5.547
C -0.159 0.313 -0.390
H 6.317 -2.767 6.610
H 0.817 0.535 -0.826
C -5.121 0.084 -2.656
C 1.878 -3.258 -0.053
C 5.956 -2.932 5.586
C -1.255 0.909 -1.120
H 1.366 -0.918 -2.462
C -4.568 -2.372 -3.060
H -0.759 6.688 -1.350
H -2.666 5.712 -2.805
H 1.051 -2.062 3.757
H -4.937 5.334 -0.265
C 1.404 -4.550 -0.245
C -0.354 -0.164 -5.391
H -2.754 -1.981 -0.863
H 2.183 -4.613 6.086
O 6.055 -0.217 6.427
H -8.456 0.623 -2.263
H 1.821 -0.864 5.839
H -5.584 4.455 -3.865
C -5.746 4.801 -2.838
C 4.550 0.271 4.550
C -3.394 -1.519 -0.107
H -1.145 4.328 -1.432
H 4.999 1.408 2.761
C 1.286 4.178 -3.734
C -0.070 2.372 -2.904
H -4.812 -2.560 -2.009
H -1.147 0.556 -5.631
C 6.519 -0.110 3.064
H 6.752 -2.637 0.794
H -3.610 0.432 -4.884
H -4.864 -0.758 -5.305
N -2.426 2.231 -2.565
H -0.353 -5.796 -0.520
C -4.144 -0.921 -3.270
H 2.957 -3.084 -0.054
H 0.676 -3.535 4.664
C -5.116 -0.273 1.698
C 0.617 1.460 -3.721
C -3.393 -0.112 -0.016
C 0.193 3.754 -2.983
N -3.278 1.499 -1.836
C -4.179 -2.294 0.742
H 8.027 0.413 4.510
C 0.989 -2.165 0.224
H 3.007 -1.640 6.929
H -4.008 3.840 -2.036
C 1.476 -2.997 4.134
C -7.388 0.839 -2.298
C 3.856 -2.083 4.357
H -5.326 5.810 -2.745
H -6.389 4.302 -0.165
H 0.166 6.694 -2.861
C -2.600 0.700 -0.932
C 5.540 0.920 3.579
H -4.801 3.655 0.307
H 6.079 1.681 4.157
H -0.452 0.292 0.671
H 2.299 1.192 -5.035
H -6.829 4.860 -2.662
C 2.552 -1.231 1.795
C 1.506 -0.972 0.859
H 9.571 -1.414 3.840
C 1.727 1.911 -4.442
C -5.317 4.314 -0.402
H 3.773 -3.973 6.489
C -0.385 -2.441 0.065
C 7.758 -0.265 3.695
C 7.047 -1.970 1.608
H 5.491 -3.914 5.513
H 3.056 -2.207 1.801
C -5.559 2.411 -2.042
C -1.930 5.053 -3.284
C 2.628 -2.750 5.094
H -1.928 -3.874 -0.389
C 3.059 -4.095 5.669
H -5.438 -2.617 -3.682
H 0.774 -2.018 -3.720
H 1.791 -3.618 3.284
H -3.184 -0.776 -2.758
H 2.105 -5.385 -0.312
N 3.659 -0.694 3.889
H -1.081 -1.632 0.257
C -0.859 -3.710 -0.250
H 3.486 -4.741 4.891
C 2.185 -1.822 6.227
H -4.264 1.592 0.987
C 2.071 3.258 -4.435
H -1.584 5.534 -4.210
H 2.087 -0.864 -4.091
C 2.965 -0.339 2.780